1.
The following is a quantum chemistry calculation of a cluster of 14 separate species, C68H138O40P6 in total at a distorted geometry, from the Open Molecules 2025 dataset.

Atoms and positions in Å:
P  -24.206  -21.445  -2.401
P  -18.355  -25.528  -1.358
P  -19.535  -18.500  -1.256
P  -12.130  -26.795  0.008
P  -16.159  -24.238  -10.353
P  -23.228  -26.927  -2.425
O  -16.516  -20.540  -4.931
O  -14.948  -16.693  -3.612
O  -10.741  -26.909  0.300
O  -12.817  -28.188  -0.301
O  -13.877  -18.409  -1.693
O  -24.785  -27.273  -2.444
O  -16.718  -24.683  -11.806
O  -14.160  -15.646  -6.837
O  -16.752  -25.333  -1.192
O  -22.316  -27.805  -3.196
O  -14.688  -20.319  -2.379
O  -14.844  -20.661  -6.429
O  -12.129  -23.141  -4.423
O  -12.566  -25.881  -1.221
O  -14.861  -24.726  -9.870
O  -22.890  -26.867  -0.862
O  -23.264  -25.408  -2.894
O  -18.791  -18.073  -0.106
O  -19.233  -20.856  -8.968
O  -13.048  -26.173  1.095
O  -18.709  -25.455  -2.840
O  -25.290  -20.482  -2.782
O  -23.540  -21.086  -0.971
O  -17.419  -24.512  -9.500
O  -12.662  -17.006  -7.702
O  -10.675  -21.598  -10.209
O  -14.821  -15.024  -2.107
O  -12.347  -20.322  -10.893
O  -18.499  -27.050  -0.940
O  -19.182  -24.634  -0.550
O  -16.023  -22.623  -10.516
O  -19.333  -17.659  -2.542
O  -14.682  -26.592  -5.208
O  -19.667  -18.735  -8.371
O  -11.113  -22.302  -6.242
O  -24.743  -22.891  -2.293
O  -22.889  -21.531  -3.262
O  -21.103  -18.403  -1.221
O  -19.303  -20.048  -1.642
O  -15.815  -27.417  -6.951
C  -19.003  -24.438  -7.586
C  -11.918  -21.436  -10.666
C  -19.872  -29.059  -1.239
C  -15.550  -19.284  -0.348
C  -25.742  -23.377  -3.259
C  -24.182  -21.163  0.302
C  -13.336  -25.288  3.340
C  -17.203  -21.407  -4.003
C  -19.835  -27.554  -1.075
C  -19.059  -21.110  -0.663
C  -25.304  -23.450  -4.700
C  -13.906  -18.012  -9.459
C  -18.596  -27.224  -4.628
C  -14.759  -26.941  -6.563
C  -14.269  -15.771  -2.940
C  -14.720  -16.916  -8.845
C  -25.862  -29.223  -3.548
C  -14.213  -28.391  -0.704
C  -10.530  -23.053  -9.854
C  -21.787  -17.264  -0.714
C  -23.216  -17.241  -1.284
C  -10.627  -25.240  -2.583
C  -21.954  -24.704  -3.114
C  -11.753  -19.998  -6.050
C  -23.560  -25.980  0.075
C  -18.077  -15.571  -2.544
C  -13.877  -17.606  -0.464
C  -13.385  -26.009  -4.956
C  -10.863  -20.973  -6.793
C  -15.416  -23.404  -0.317
C  -11.879  -23.621  -9.754
C  -14.084  -17.551  -4.323
C  -16.034  -24.764  0.013
C  -25.385  -20.231  0.497
C  -12.624  -16.997  -4.231
C  -11.815  -22.180  -5.080
C  -16.757  -22.819  -4.408
C  -20.380  -21.505  -0.013
C  -13.487  -26.573  -7.231
C  -12.687  -22.682  -10.670
C  -19.078  -17.754  -7.448
C  -22.591  -20.534  -4.251
C  -15.051  -28.833  0.473
C  -18.369  -18.563  -6.376
C  -12.846  -26.488  2.534
C  -15.352  -22.515  -5.005
C  -17.048  -20.510  -11.069
C  -21.391  -24.846  -4.513
C  -25.442  -27.806  -3.746
C  -18.057  -17.028  -2.807
C  -18.186  -19.938  -7.041
C  -15.922  -25.422  -12.726
C  -17.560  -24.230  -8.090
C  -14.703  -19.461  -1.562
C  -12.844  -25.595  -6.265
C  -13.847  -16.463  -7.649
C  -12.515  -17.706  -8.954
C  -16.462  -25.229  -14.204
C  -21.083  -20.658  -4.549
C  -12.821  -15.746  -3.335
C  -15.467  -21.138  -5.524
C  -17.836  -26.231  -3.763
C  -15.182  -17.892  0.205
C  -11.703  -24.729  -1.688
C  -19.072  -19.918  -8.226
C  -12.020  -20.660  -4.737
C  -22.800  -24.700  0.289
C  -17.277  -22.021  -10.915
H  -24.465  -24.142  -4.775
H  -15.738  -17.100  -8.530
H  -12.823  -27.415  -7.410
H  -22.871  -19.573  -3.882
H  -18.412  -17.135  -8.001
H  -14.394  -29.562  0.942
H  -20.940  -21.617  -5.117
H  -14.705  -23.540  -1.137
H  -24.671  -27.781  -4.476
H  -19.770  -23.941  -8.179
H  -14.226  -18.989  -9.092
H  -19.145  -26.722  -5.394
H  -14.129  -29.149  -1.478
H  -20.376  -24.406  -4.558
H  -18.592  -21.975  -1.159
H  -20.785  -20.620  0.484
H  -18.508  -20.789  -6.342
H  -14.429  -17.481  -5.356
H  -23.912  -16.535  -0.832
H  -25.984  -24.390  -2.884
H  -13.633  -22.441  -10.215
H  -18.309  -21.284  -4.122
H  -16.755  -24.791  0.805
H  -11.187  -25.531  -3.468
H  -15.961  -17.187  -0.103
H  -26.600  -22.722  -3.150
H  -21.968  -24.417  -5.320
H  -13.511  -25.634  4.353
H  -17.081  -19.979  -10.105
H  -25.016  -19.204  0.547
H  -18.339  -15.301  -1.522
H  -25.008  -29.870  -3.446
H  -18.098  -22.214  -10.251
H  -17.755  -27.685  -5.145
H  -19.346  -29.448  -0.407
H  -20.358  -27.077  -1.878
H  -13.000  -17.952  0.096
H  -15.903  -29.414  0.109
H  -21.844  -17.276  0.382
H  -20.922  -29.347  -1.251
H  -14.865  -25.114  -12.645
H  -17.711  -17.284  -3.811
H  -22.148  -23.688  -2.889
H  -20.488  -20.625  -3.642
H  -21.239  -25.898  -4.747
H  -11.339  -20.344  -3.939
H  -26.286  -27.164  -3.952
H  -17.320  -25.492  -4.384
H  -17.264  -23.161  -8.034
H  -17.105  -15.104  -2.813
H  -19.369  -29.365  -2.166
H  -14.963  -23.006  0.571
H  -24.472  -22.196  0.403
H  -21.264  -25.184  -2.396
H  -15.271  -25.534  0.145
H  -19.959  -17.246  -7.039
H  -21.820  -24.929  0.751
H  -12.403  -24.070  -2.220
H  -16.388  -24.139  -14.384
H  -15.774  -25.739  -14.913
H  -11.861  -17.732  -3.944
H  -15.352  -28.025  1.120
H  -16.808  -21.197  -2.995
H  -11.879  -17.029  -9.491
H  -17.409  -18.136  -6.068
H  -15.308  -20.066  0.387
H  -23.216  -20.777  -5.088
H  -14.305  -24.869  2.946
H  -9.858  -23.399  -10.624
H  -11.910  -24.695  -9.944
H  -17.385  -22.456  -11.903
H  -13.933  -18.009  -10.528
H  -12.530  -24.522  3.363
H  -13.032  -20.474  -4.353
H  -14.745  -16.078  -9.560
H  -14.915  -23.208  -5.729
H  -17.153  -20.157  -7.336
H  -14.235  -18.592  -3.989
H  -17.519  -25.491  -14.224
H  -23.472  -24.024  0.857
H  -25.003  -22.450  -5.004
H  -25.834  -20.486  1.467
H  -13.658  -16.576  -0.724
H  -11.031  -21.185  -7.870
H  -13.506  -27.339  2.717
H  -20.364  -27.234  -0.184
H  -16.800  -24.827  -7.524
H  -11.838  -18.514  -8.700
H  -19.157  -25.495  -7.387
H  -16.602  -19.326  -0.644
H  -24.545  -25.796  -0.388
H  -11.349  -24.206  -0.807
H  -26.124  -20.329  -0.287
H  -26.407  -29.612  -4.420
H  -19.222  -27.913  -4.059
H  -9.797  -20.771  -6.638
H  -11.841  -26.757  2.782
H  -12.805  -14.917  -4.031
H  -26.212  -23.821  -5.216
H  -23.406  -20.990  1.034
H  -12.847  -22.883  -11.705
H  -17.416  -23.302  -5.130
H  -15.088  -17.990  1.294
H  -19.118  -24.009  -6.589
H  -16.116  -20.354  -11.568
H  -13.637  -26.191  -8.241
H  -23.557  -18.261  -1.023
H  -12.701  -19.775  -6.554
H  -17.072  -26.750  -3.176
H  -18.970  -18.623  -5.477
H  -20.263  -22.329  0.727
H  -13.397  -25.173  -4.235
H  -11.731  -25.680  -6.278
H  -21.155  -21.774  -0.736
H  -12.765  -26.791  -4.480
H  -23.204  -17.164  -2.352
H  -12.379  -23.624  -8.751
H  -12.317  -15.627  -2.391
H  -18.295  -20.749  0.070
H  -20.829  -19.812  -5.190
H  -17.865  -20.071  -11.658
H  -10.117  -26.116  -2.178
H  -14.516  -27.442  -1.119
H  -21.172  -16.396  -0.974
H  -26.568  -29.333  -2.707
H  -15.996  -26.453  -12.384
H  -9.896  -23.011  -8.951
H  -13.144  -24.569  -6.536
H  -14.701  -22.389  -4.151
H  -11.335  -19.008  -6.004
H  -22.680  -24.207  -0.680
H  -12.362  -16.642  -5.236
H  -16.680  -23.520  -3.589
H  -16.190  -22.720  -0.612
H  -18.791  -15.099  -3.225
H  -23.627  -26.650  0.904
H  -9.995  -24.396  -2.871
H  -17.296  -17.443  -2.189

Computed properties:
Multiplicity: 1
LUMO level (eV): 0.41
HOMO energy (Eh): -0.37223

=====

2.
The following is a quantum chemistry calculation of a structure of composition C68H152AsF6N2P3 at a distorted geometry, from the Open Molecules 2025 dataset.

Atoms and positions in Å:
As  1.637  1.055  -0.128
P  -4.972  -7.719  1.035
P  4.050  6.229  -0.329
P  -4.312  1.265  0.346
F  0.162  1.420  0.769
F  2.218  0.260  1.267
F  1.016  1.932  -1.432
F  3.122  0.731  -0.897
F  2.376  2.510  0.461
F  0.992  -0.410  -0.735
N  5.231  -0.942  3.532
N  3.168  -0.235  -5.296
C  -3.185  1.764  4.282
C  4.977  0.560  3.371
C  -0.800  4.997  1.257
C  -5.698  -2.496  -2.421
C  5.861  0.655  1.016
C  2.764  2.185  -4.252
C  -3.339  -11.727  -1.053
C  4.488  9.038  -0.338
C  -5.828  3.581  0.503
C  -1.506  -4.545  0.048
C  2.127  4.092  -5.944
C  2.342  6.890  -0.171
C  5.907  1.289  2.464
C  3.054  -1.003  -3.980
C  5.096  7.636  -0.649
C  4.597  5.717  3.821
C  1.233  5.915  -0.035
C  4.434  5.440  1.236
C  -5.373  -7.650  2.800
C  4.409  6.354  2.442
C  6.790  10.205  0.014
C  3.332  5.058  4.306
C  -2.162  3.773  -3.838
C  3.301  -0.271  -7.738
C  2.690  -1.046  -6.543
C  -6.446  -6.681  3.233
C  -5.920  2.092  0.341
C  2.003  3.490  -4.552
C  -3.928  -6.330  0.591
C  -2.611  -6.374  1.408
C  0.300  6.093  1.153
C  -7.102  4.343  0.124
C  -4.361  -0.407  -0.471
C  4.389  -1.241  5.910
C  5.175  3.952  -1.498
C  2.366  1.040  -5.196
C  3.681  -2.387  -4.035
C  -3.615  2.114  2.870
C  -5.743  -1.169  -0.198
C  -3.893  0.930  2.012
C  4.573  -0.045  -5.689
C  6.505  4.449  -2.048
C  5.425  10.168  -0.789
C  -5.676  -6.563  5.667
C  -6.481  -7.584  0.071
C  6.465  4.760  -3.486
C  -7.737  -9.778  0.643
C  4.262  -2.885  -2.645
C  -8.990  -9.182  1.365
C  6.553  -1.257  4.052
C  4.250  -1.624  4.457
C  -5.731  -2.550  -0.896
C  -1.916  0.916  4.410
C  4.530  0.469  -7.142
C  -3.022  2.295  -0.299
C  4.049  4.980  -1.673
C  5.102  -1.540  2.117
C  3.332  -1.849  6.859
C  -3.229  -9.290  -0.562
C  -1.892  -4.987  1.449
C  -6.797  -6.854  4.694
C  -2.155  3.606  -2.284
C  6.026  -0.920  1.087
C  -7.199  -8.884  -0.465
C  -4.009  -9.212  0.746
C  -3.260  2.664  -1.725
C  -2.398  -10.608  -0.615
C  -7.534  4.320  -1.341
H  4.306  -0.151  5.977
H  -7.384  -7.753  4.916
H  -1.570  5.031  0.484
H  -5.955  -1.315  0.854
H  -2.276  4.476  -1.673
H  0.947  3.305  -4.327
H  -7.948  3.972  0.719
H  -2.789  2.735  2.468
H  -2.169  2.853  -4.393
H  -7.630  -6.127  4.798
H  -1.951  -0.037  3.927
H  -6.125  -6.959  -0.720
H  4.515  -2.461  -4.746
H  2.545  0.445  -8.115
H  -0.835  -3.722  0.135
H  3.303  -2.935  6.828
H  -5.088  -5.719  5.322
H  6.905  1.216  2.878
H  1.605  -1.087  -6.658
H  4.875  0.817  0.589
H  5.356  -1.651  6.183
H  -1.214  4.235  -4.150
H  -4.465  2.849  2.905
H  5.225  7.076  2.236
H  3.500  7.020  2.471
H  5.106  0.639  -5.057
H  4.972  6.563  4.460
H  3.202  4.266  -6.254
H  -5.747  -8.635  3.056
H  3.836  2.316  -4.376
H  6.011  7.464  0.022
H  3.591  -0.949  -8.516
H  -1.197  3.171  -2.034
H  5.466  5.092  1.133
H  -3.807  -6.471  -0.483
H  -4.408  -7.487  3.282
H  5.312  3.734  -0.444
H  4.327  -2.680  4.228
H  -0.338  3.960  1.247
H  -1.915  -7.154  1.005
H  -1.675  -10.571  -1.437
H  3.571  -0.409  -3.209
H  3.402  -2.983  -1.975
H  -6.350  1.820  -0.602
H  4.024  -1.400  1.853
H  5.766  5.597  -3.728
H  -8.754  -8.259  1.833
H  -6.883  5.359  0.408
H  -6.488  1.627  1.168
H  1.514  5.040  -5.991
H  -4.803  -3.012  -0.463
H  -4.704  0.347  2.478
H  5.825  -1.331  0.094
H  -6.697  -2.307  -2.827
H  -4.727  -9.999  0.849
H  1.328  0.735  -5.062
H  4.054  5.590  -2.607
H  -1.848  -10.681  0.337
H  7.061  -1.195  1.268
H  -2.419  -4.262  -0.515
H  0.549  5.840  -0.871
H  0.908  5.979  2.039
H  -2.914  4.419  -4.327
H  -6.942  -9.990  1.365
H  3.205  -1.375  4.117
H  5.477  4.998  3.785
H  -1.666  0.576  5.437
H  5.297  -2.593  2.281
H  -1.057  -5.147  2.112
H  -9.785  -9.002  0.648
H  -1.060  -5.360  -0.609
H  7.362  3.775  -1.767
H  4.847  11.111  -0.765
H  -7.989  -8.450  -1.174
H  -3.318  -9.458  1.571
H  -2.923  0.384  1.931
H  4.859  -2.056  -2.207
H  -2.815  -6.695  2.445
H  2.280  1.444  -6.214
H  -4.021  1.234  4.708
H  -4.245  3.060  -1.907
H  -2.620  -8.405  -0.566
H  -4.174  -0.127  -1.501
H  -8.534  4.724  -1.423
H  4.322  9.235  0.749
H  -5.333  -3.467  -2.828
H  6.671  -0.793  5.060
H  7.421  10.879  -0.539
H  2.334  4.132  -3.734
H  4.758  3.078  -1.938
H  -3.481  -0.979  -0.158
H  2.684  1.889  -3.210
H  1.633  4.870  -0.001
H  2.365  7.564  0.718
H  -6.534  -3.190  -0.568
H  3.605  -1.546  7.854
H  -2.486  -4.214  1.983
H  4.799  -3.830  -2.779
H  5.602  9.965  -1.846
H  -4.976  4.060  -0.043
H  -7.183  -6.950  0.613
H  -3.109  2.701  4.843
H  -5.116  -1.676  -2.867
H  -3.172  1.739  -2.335
H  6.674  10.315  1.145
H  -3.897  -9.374  -1.443
H  -7.548  3.361  -1.822
H  -6.522  -9.438  -1.120
H  4.294  1.521  -7.133
H  1.988  -1.109  -3.869
H  2.430  5.730  4.336
H  -5.994  -6.381  6.692
H  -5.071  -7.440  5.697
H  1.770  3.511  -6.767
H  7.172  9.183  -0.034
H  -7.362  -6.920  2.735
H  -3.750  -11.601  -2.032
H  -1.102  1.425  3.904
H  -4.513  -5.417  0.610
H  -9.385  -9.801  2.234
H  6.081  3.945  -4.093
H  2.961  -2.057  -6.359
H  6.831  -2.327  4.111
H  3.498  9.131  -0.804
H  3.437  4.708  5.319
H  2.410  -1.549  6.532
H  2.927  -3.106  -4.265
H  -1.270  5.078  2.228
H  3.802  4.554  1.291
H  -2.075  1.828  -0.117
H  3.119  4.441  -1.580
H  5.111  0.955  4.390
H  -6.208  -5.649  2.914
H  -0.002  7.121  1.258
H  5.468  0.202  -7.682
H  6.537  1.102  0.243
H  -7.916  -10.773  0.200
H  -5.562  3.874  1.507
H  5.025  -1.059  -5.666
H  7.464  5.065  -3.883
H  5.617  2.342  2.434
H  -2.963  3.182  0.351
H  -2.874  -12.724  -1.110
H  6.805  5.375  -1.503
H  3.114  4.231  3.559
H  -6.839  4.859  -1.991
H  7.218  -0.724  3.344
H  5.432  7.747  -1.698
H  -6.545  -0.642  -0.712
H  2.150  7.537  -1.071
H  3.864  0.689  3.098
H  -4.162  -11.906  -0.345

Computed properties:
Multiplicity: 1
LUMO level (eV): -6.31
HOMO energy (Eh): -0.63280
Net charge: +4